Entry 1:
The following is a quantum chemistry calculation of a 2-piece molecular cluster, C5H8N4O3 overall at a distorted geometry, from the Open Molecules 2025 dataset.

Net charge = 0
Multiplicity = 1
HOMO-LUMO gap = 9.7 eV
Calculated total energy = -17411.66585 eV
Highest occupied orbital energy = -9.777 eV
ΔE to the lowest compared entry with this formula, charge and spin = 4.983 eV
SMILES = C=CC/C=N/O.Oc1nnon1
Maximum force = 1.9 eV/Å

```
20
C5H8N4O3 | the Open Molecules 2025 dataset | the ωB97M-V functional and the def2-TZVPD basis
C -1.153 -0.269 2.163
C -1.654 -0.199 0.940
C -1.433 -1.271 -0.115
C -0.708 -0.774 -1.346
N -1.425 -0.402 -2.336
O -0.750 0.413 -3.305
H -1.295 0.495 2.919
H -0.511 -1.109 2.439
H -2.253 0.630 0.609
H -2.422 -1.700 -0.419
H -0.821 -2.076 0.338
H 0.385 -0.709 -1.323
H -0.128 -0.110 -3.901
O 0.590 1.919 0.330
C 1.634 1.094 0.483
N 2.907 1.494 0.257
N 3.639 0.486 0.460
O 2.870 -0.544 0.825
N 1.561 -0.147 0.849
H 0.968 2.779 0.135
```

Entry 2:
The following is a quantum chemistry calculation of a 2-piece molecular cluster, C4H10IN3OS2 overall at a distorted geometry, from the Open Molecules 2025 dataset.

Net charge = 0
Multiplicity = 1
HOMO-LUMO gap (spin up / spin down) = 7.7 / 7.7 eV
Calculated total energy = -40595.28851 eV
Highest occupied orbital energy (spin up / spin down) = -7.973 / -7.974 eV
Maximum force = 5.0 eV/Å

```
21
C4H10IN3OS2 | the Open Molecules 2025 dataset | the ωB97M-V functional and the def2-TZVPD basis
C -3.125 -1.798 0.166
C 2.490 0.603 0.018
C 3.648 -0.593 -0.172
C -2.415 0.727 -0.162
N -3.004 -0.308 0.443
N 1.117 0.140 -0.006
N 0.198 1.005 0.007
O -2.506 1.863 0.265
S 0.894 -1.461 -0.020
S 0.306 2.562 0.083
I 5.636 0.252 -0.369
H -3.648 -2.298 0.956
H -3.618 -1.909 -0.919
H -2.155 -2.217 -0.090
H 2.707 1.111 0.904
H 2.645 1.321 -0.785
H 3.755 -1.086 0.747
H 3.487 -1.093 -1.087
H -2.076 0.626 -1.142
H -3.318 -0.147 1.350
H -1.017 2.698 -0.184
```

Entry 3:
The following is a quantum chemistry calculation of C5H7NO as an isolated structure at a distorted geometry, from the Open Molecules 2025 dataset.

Net charge = 0
Multiplicity = 1
HOMO-LUMO gap (spin up / spin down) = 7.3 / 7.3 eV
Calculated total energy = -8829.33780 eV
Highest occupied orbital energy (spin up / spin down) = -6.849 / -6.849 eV
ΔE to the lowest compared entry with this formula, charge and spin = 6.865 eV
Maximum force = 3.2 eV/Å

```
14
C5H7NO | the Open Molecules 2025 dataset | the ωB97M-V functional and the def2-TZVPD basis
O 1.625 1.976 -0.580
C 1.254 0.713 -0.951
C 0.238 0.125 -0.332
C -1.016 -0.659 -0.773
N -1.429 -0.650 0.689
C -0.604 0.576 0.802
C -0.107 -1.071 1.085
H 1.666 0.412 -1.893
H -1.679 -0.051 -1.400
H -0.884 -1.660 -1.189
H 0.923 2.233 0.035
H -0.452 1.087 1.751
H 0.183 -1.012 2.112
H 0.283 -2.019 0.642
```

Entry 4:
The following is a quantum chemistry calculation of C36H60IKN9O5S3 as an isolated structure, from the Open Molecules 2025 dataset.

Net charge = -1
Multiplicity = 1
HOMO-LUMO gap = 6.9 eV
Calculated total energy = -118891.38557 eV
Highest occupied orbital energy = -4.891 eV
Maximum force = 0.8 eV/Å

```
115
C36H60IKN9O5S3 | the Open Molecules 2025 dataset | the ωB97M-V functional and the def2-TZVPD basis
K -1.884 0.062 -1.017
C 4.522 -1.364 -0.839
C 3.114 -1.745 -0.373
C 2.829 -3.222 -0.700
C 1.709 -3.950 0.084
C 1.667 -5.386 -0.443
C 2.090 -3.985 1.572
N 0.421 -3.276 -0.186
C -0.863 -3.924 0.130
C -1.371 -3.746 1.566
N -1.655 -2.358 1.939
C -3.085 -2.040 1.965
C -3.675 -1.491 0.653
O -4.602 -0.662 0.765
O -3.171 -1.917 -0.411
C -0.983 -1.958 3.180
C -1.555 -2.633 4.433
C -0.943 -0.424 3.347
C 0.414 0.254 3.093
C 1.482 -0.292 4.059
C 0.244 1.754 3.352
N 0.746 0.047 1.685
C 1.982 0.617 1.189
C 2.093 0.503 -0.319
N 2.066 -0.853 -0.876
C 2.024 -0.735 -2.325
C 0.607 -0.795 -2.869
O 0.211 -0.103 -3.772
O -0.189 -1.704 -2.309
H 5.268 -1.949 -0.300
H 4.731 -0.309 -0.662
H 4.654 -1.561 -1.905
H 3.092 -1.637 0.715
H 3.755 -3.774 -0.512
H 2.626 -3.341 -1.767
H 2.673 -5.807 -0.439
H 1.289 -5.406 -1.466
H 1.041 -6.030 0.172
H 3.106 -4.363 1.694
H 1.424 -4.635 2.136
H 2.050 -2.990 2.018
H 0.259 -2.275 -1.602
H 0.420 -2.365 0.252
H -0.795 -4.987 -0.099
H -1.616 -3.489 -0.526
H -0.638 -4.160 2.264
H -2.276 -4.359 1.673
H -3.293 -1.302 2.737
H -3.678 -2.931 2.226
H 0.046 -2.315 3.075
H -2.566 -2.279 4.636
H -0.939 -2.398 5.303
H -1.589 -3.718 4.324
H -1.245 -0.167 4.367
H -1.659 0.040 2.668
H 1.148 -0.190 5.093
H 2.418 0.259 3.958
H 1.695 -1.348 3.876
H -0.170 1.914 4.348
H -0.425 2.182 2.607
H 1.194 2.285 3.305
H 0.692 -0.936 1.462
H 2.888 0.216 1.679
H 1.959 1.690 1.383
H 3.000 1.038 -0.638
H 1.250 1.050 -0.751
H 2.568 -1.555 -2.799
H 2.475 0.194 -2.690
C -3.956 -0.592 -3.688
C -5.162 -0.285 -4.614
N -5.459 1.148 -4.604
C -4.285 1.878 -5.084
C -3.062 1.571 -4.186
N -3.460 0.660 -3.115
C -4.526 1.270 -2.317
C -5.744 1.564 -3.230
H -3.134 -1.056 -4.239
H -4.219 -1.256 -2.863
H -6.058 -0.818 -4.288
H -4.960 -0.580 -5.646
H -4.527 2.944 -5.082
H -4.104 1.585 -6.122
H -2.652 2.476 -3.732
H -2.250 1.099 -4.742
H -4.132 2.196 -1.885
H -4.774 0.601 -1.486
H -5.988 2.629 -3.241
H -6.632 1.027 -2.889
N -2.475 3.866 0.990
C -2.902 2.604 1.177
O -2.225 1.650 0.851
C -4.212 2.334 1.879
I -5.847 3.474 1.094
H -1.661 3.959 0.382
H -3.120 4.635 1.067
H -4.151 2.592 2.934
H -4.456 1.281 1.730
S 4.668 5.804 -3.095
C 3.454 5.021 -2.264
S 1.862 4.890 -2.955
C 1.326 3.903 -1.592
N 2.269 3.695 -0.731
N 3.451 4.330 -1.097
C 4.513 4.108 -0.192
C 5.631 4.933 -0.092
C 6.616 4.638 0.835
C 6.506 3.537 1.670
C 5.382 2.732 1.581
C 4.388 3.016 0.661
S -0.267 3.311 -1.558
H 5.723 5.792 -0.730
H 7.480 5.286 0.904
H 7.283 3.314 2.389
H 5.269 1.874 2.231
H 3.503 2.396 0.598
```

Please write out number 3 again, unchanged.
The following is a quantum chemistry calculation of C5H7NO as an isolated structure at a distorted geometry, from the Open Molecules 2025 dataset.

Net charge = 0
Multiplicity = 1
HOMO-LUMO gap (spin up / spin down) = 7.3 / 7.3 eV
Calculated total energy = -8829.33780 eV
Highest occupied orbital energy (spin up / spin down) = -6.849 / -6.849 eV
ΔE to the lowest compared entry with this formula, charge and spin = 6.865 eV
Maximum force = 3.2 eV/Å

```
14
C5H7NO | the Open Molecules 2025 dataset | the ωB97M-V functional and the def2-TZVPD basis
O 1.625 1.976 -0.580
C 1.254 0.713 -0.951
C 0.238 0.125 -0.332
C -1.016 -0.659 -0.773
N -1.429 -0.650 0.689
C -0.604 0.576 0.802
C -0.107 -1.071 1.085
H 1.666 0.412 -1.893
H -1.679 -0.051 -1.400
H -0.884 -1.660 -1.189
H 0.923 2.233 0.035
H -0.452 1.087 1.751
H 0.183 -1.012 2.112
H 0.283 -2.019 0.642
```